Record 1
Molecular formula: C2H5NOS
Method: DFT, ωB97M-V with the def2-TZVPD basis set

Spin multiplicity   1

```
10
Properties=species:S:1:pos:R:3:forces:R:3
C 1.376 -0.360 -0.096 3.5 -2.6 -0.5
C 0.156 0.361 -0.315 -2.5 4.3 0.4
H 2.256 -0.147 -0.842 -1.8 0.3 1.5
H 1.587 0.028 0.921 0.8 -0.5 -0.5
H 1.400 -1.539 -0.070 -0.9 2.3 0.0
H -0.946 -1.368 0.734 0.2 2.5 -3.6
H -2.400 1.092 0.437 1.2 -3.0 -2.2
N -0.993 -0.257 -0.475 -3.4 -5.8 4.3
O -2.360 0.153 -0.138 1.9 3.1 0.7
S -0.077 2.037 -0.156 1.0 -0.6 -0.3
```
Positions in Å, forces in eV/Å.


Record 2
Molecular formula: C2H5NOS
Method: DFT, ωB97M-V with the def2-TZVPD basis set

Spin multiplicity   1

```
10
Properties=species:S:1:pos:R:3:forces:R:3
C -0.414 -0.924 0.128 -0.4 -1.6 5.3
C 1.067 0.922 0.747 1.5 -5.7 0.4
H -1.333 -0.631 0.781 1.0 -1.6 -1.2
H 0.226 -1.798 0.768 -1.1 3.2 -1.3
H -0.606 -1.496 -0.715 -0.8 -0.2 -1.9
H -1.971 0.641 -1.737 3.8 1.0 0.1
H 1.438 1.781 0.281 0.8 2.3 0.3
N 0.105 0.391 -0.081 0.5 0.3 -2.0
O 1.644 0.129 1.551 -1.7 3.4 -1.3
S -0.155 0.986 -1.723 -3.5 -1.0 1.6
```
Positions in Å, forces in eV/Å.


Record 3
Molecular formula: C2H5NOS
Method: DFT, ωB97M-V with the def2-TZVPD basis set

SMILES   NCC(O)=S
Spin multiplicity   1

```
10
Properties=species:S:1:pos:R:3:forces:R:3
C -0.159 -0.755 -0.064 1.3 -2.5 1.2
C 0.956 0.195 0.042 2.5 -0.3 -0.5
H -1.971 0.383 -0.741 2.2 -2.4 2.2
H -1.861 0.022 1.020 1.4 -1.3 -3.6
H 0.180 -1.479 0.915 -1.5 1.2 -3.1
H 0.105 -1.169 -1.098 -0.7 -0.4 1.6
H 1.188 2.050 -0.067 1.3 0.8 0.0
N -1.526 -0.358 -0.011 -3.4 3.2 1.9
O 0.503 1.408 0.008 -1.1 0.7 0.1
S 2.586 -0.296 -0.003 -2.0 1.0 0.2
```
Positions in Å, forces in eV/Å.


Record 4
Molecular formula: C2H5NOS
Method: DFT, ωB97M-V with the def2-TZVPD basis set

SMILES   NCC(=O)S
Spin multiplicity   1

```
10
Properties=species:S:1:pos:R:3:forces:R:3
C 0.337 0.574 0.064 0.5 -0.9 1.3
C -1.166 0.570 -0.019 -0.5 0.4 -0.2
H 1.511 -0.980 0.748 -0.5 0.0 -1.2
H 1.506 -0.674 -0.915 0.0 -0.9 0.6
H 0.574 1.022 1.061 -0.2 -0.4 -0.7
H 0.742 1.272 -0.658 -0.2 0.1 -0.3
H -0.718 -1.609 -0.125 -1.0 0.2 0.1
N 0.911 -0.796 -0.085 1.4 1.4 0.3
O -1.706 1.644 -0.070 -0.6 -0.2 0.0
S -1.992 -1.022 -0.001 1.0 0.3 -0.1
```
Positions in Å, forces in eV/Å.


For the records above, the corresponding molar mass values read 91.135; 91.135; 91.135; 91.135 g/mol.
For the records above, the corresponding energy relative to the best compared isomer or geometry (same formula, charge and spin) values read 151.22; 95.31; 52.48; 20.04 kcal/mol.
For the records above, the corresponding lowest unoccupied orbital energy values read -0.05046; -0.02932; 0.01642; 0.02216 Ha.